A 3-piece molecular cluster, C28H36Br2N5O7 overall in a non-equilibrium geometry, computed with ωB97M-V/def2-TZVPD.

Charge = +1
HOMO level = -11.6 eV
HOMO-LUMO gap = 8.9 eV
Max |F| = 2.4 eV/A

```
78
Properties=species:S:1:pos:R:3:forces:R:3
C 0.818609 -1.920664 -3.019779 1.3 0.4 -0.3
C 3.944138 0.776574 7.250571 0.0 0.2 0.1
N -1.530566 3.608057 0.345360 -0.2 0.1 -0.1
O -2.672926 3.999818 0.484296 0.3 -0.1 -0.1
N 1.876720 0.837684 5.909362 -0.2 0.0 0.0
N 0.680074 -1.040542 -4.037067 -2.3 -0.6 0.3
C 0.858926 3.208092 3.811192 0.1 0.2 -0.1
C 3.300995 -1.172739 5.972767 -0.1 -0.2 -0.1
C 0.613667 3.045286 1.423083 0.2 -0.1 -0.1
C -0.707047 3.455936 1.548125 0.3 -0.1 0.4
C -0.806682 1.586642 -5.203174 0.5 -0.5 -1.3
C -3.592030 -0.556173 -2.991890 0.6 -0.5 -0.3
H 1.363818 -0.501850 -4.561328 0.3 -0.5 0.6
H -1.585966 -3.952160 -1.936011 0.8 0.6 0.4
H 0.593500 1.552164 -6.972199 -0.3 0.3 0.9
H 2.431502 2.610507 2.475370 -0.1 0.0 0.0
C -0.671866 -3.381290 -1.616483 -0.3 -0.9 -0.2
H -2.286065 4.050377 2.892069 0.1 0.0 -0.2
H -3.940132 1.289897 -0.063218 0.6 -0.2 -0.7
C 5.295946 -1.211746 7.316178 0.0 0.0 0.0
H 2.869238 -1.302342 -2.686885 -0.6 -0.8 -0.1
C 4.420393 -1.844575 6.441855 0.0 0.2 0.1
C 1.397604 2.924077 2.561281 -0.2 0.1 0.0
O 1.712465 1.991860 6.275786 0.1 -0.5 0.4
O 1.113410 0.234887 5.178210 0.2 0.2 0.1
H -3.385016 -1.202093 -0.834638 -0.5 0.5 -0.6
H -0.402911 -0.217852 -6.385510 -0.9 0.0 0.7
N 1.323370 -0.299042 -0.363869 0.7 -1.0 -0.2
C -3.372420 1.005655 -0.987050 -0.7 -0.3 0.5
H 1.372757 1.523731 -5.345341 -0.4 0.7 -0.5
C -0.685619 -0.914129 -4.369406 -1.1 -1.0 1.1
C -2.936195 -1.943901 -3.408716 0.8 -0.1 0.9
C -0.944510 -2.778889 -0.202080 0.4 -0.8 1.2
H -0.692247 1.777174 -4.111408 -0.6 -0.1 -0.8
H -2.871773 0.246724 -3.302414 -0.7 -0.7 0.3
H -0.882424 3.825730 4.902211 0.0 0.0 -0.1
C -3.887740 -0.419566 -1.448274 -0.8 1.6 -0.7
C -1.400484 -1.756619 -3.476273 0.8 1.0 -1.6
C -1.096404 0.015330 -5.532087 0.9 0.5 0.3
H 1.041415 2.822455 0.453863 -0.2 0.1 0.0
H 3.493960 -2.798159 -0.837001 -1.0 0.2 -0.1
H 0.153942 -4.139449 -1.636567 -0.8 0.8 0.2
O 2.147773 -1.766328 1.166255 -0.4 -0.4 -0.4
H -5.798935 -1.490809 -1.069698 -0.1 0.8 -0.4
Br -2.906611 -0.268474 -6.222997 0.8 -1.2 0.1
H 0.951366 0.072734 0.515736 0.2 0.2 -0.4
C -1.255619 3.734829 2.792044 -0.2 0.1 0.1
C -0.465963 3.608465 3.926406 0.1 -0.1 -0.2
H 1.919862 -3.611131 -0.769700 0.3 1.1 -0.1
H -3.311018 -2.334272 -4.381868 0.4 0.4 0.7
C 0.540182 1.986556 -5.939894 -0.5 -0.5 0.1
C 1.961783 -1.526063 -0.006361 0.2 0.1 1.0
H 4.609540 -2.864089 6.129226 0.0 0.1 0.0
H -5.725384 0.180040 -0.371407 0.1 -0.7 -0.6
H 3.768460 1.795887 7.568890 -0.1 -0.1 -0.1
O -1.193712 -1.646631 0.032905 -0.3 0.2 -0.8
H -4.502347 -0.388715 -3.627809 0.7 -0.2 0.8
H 0.645912 3.090042 -6.058863 0.1 -0.9 0.5
H 1.952741 0.363325 -0.818611 -0.3 -0.2 0.0
C -5.462515 -0.444183 -1.259735 0.6 0.0 0.5
H 1.474160 3.118081 4.698195 -0.2 0.1 -0.3
H -3.629175 1.795570 -1.745436 0.4 -0.8 0.6
O -1.021198 3.333425 -0.730714 0.0 0.0 0.1
C 5.059972 0.097401 7.717649 0.0 -0.1 -0.1
C 2.260487 -2.233273 -2.535721 -0.5 -0.4 0.6
H -5.974790 0.023504 -2.142044 0.4 -0.6 0.8
H -0.052471 -4.157243 0.781563 -0.7 -0.2 0.3
Br -2.282690 2.654273 -5.990311 1.1 0.7 0.8
H -2.288329 1.019593 -0.725841 -0.7 0.0 -0.5
H -3.147305 -2.724283 -2.624603 0.0 0.8 -0.8
H 5.745375 0.587504 8.398028 -0.1 0.0 0.0
O -0.912549 -3.694512 0.857375 0.9 0.4 -1.7
C 2.397283 -2.628259 -1.020510 0.6 0.6 -0.7
N -0.406838 -2.384748 -2.661775 0.3 1.1 -0.9
H 6.165664 -1.741776 7.687215 -0.1 0.0 0.0
C 3.070160 0.132217 6.385517 0.5 -0.2 0.2
H 2.622935 -1.674632 5.294605 -0.1 0.2 0.1
H 2.718368 -3.048903 -3.160623 -0.6 0.8 0.4
```
Positions in Å, forces in eV/Å.